This record from the Open Molecules 2025 dataset describes a structure of composition C4H5ClOS at a distorted geometry. The level of theory is ωB97M-V/def2-TZVPD.

- HOMO energy (eV) = -9.26
- energy above the lowest of the compared OMol25 structures with the same formula, charge and spin (kcal per mole) = 74.3
- energy (a.u.) = -1088.9003

Last column: Mulliken charge in e.
Element x y z (Å)
C  -1.464  -0.332  0.498  -0.502
C  -0.049  0.371  0.278  0.451
C  1.056  -0.464  0.228  -0.308
C  2.292  -0.195  -0.509  0.007
H  -2.264  1.611  -0.348  0.124
H  -1.652  -0.209  1.687  0.284
H  -1.374  -1.433  0.003  0.262
H  0.832  -1.536  0.507  0.299
H  2.706  -1.114  -1.513  0.210
O  2.781  0.965  -0.317  -0.463
S  -2.682  0.358  -0.569  -0.186
Cl  -0.182  1.978  0.054  -0.179